DFT (wB97M-V/def2-TZVPD) results for a molecular structure, C27H48ClErO2P in a non-equilibrium geometry.

Maximum force, eV Å⁻¹: 4.0
Net charge: -1
HOMO level (alpha / beta), eV: -1.124 / -1.141
Spin multiplicity: 4
Frontier orbital gap (alpha / beta), eV: 3.524 / 3.541
DFT total energy, eV: -82303.691

Last column: Mulliken spin population.
Atoms and positions in Å:
Er1 0.531 0.211 2.212  3.067
P1 0.147 0.022 -0.686  0.015
Cl1 2.833 0.878 2.720  -0.004
C1 -0.476 1.463 3.869  -0.008
H1 0.597 1.760 4.006  -0.004
H2 -1.013 1.281 4.795  0.003
C2 1.499 -0.969 -1.512  -0.013
C3 0.316 1.848 -1.080  -0.006
C4 2.892 -0.431 -1.143  0.003
H3 1.383 -1.961 -1.036  0.004
C5 3.976 -1.412 -1.625  0.000
H4 3.046 0.554 -1.611  0.000
H5 3.010 -0.273 -0.058  -0.003
C6 3.836 -1.762 -3.110  0.000
H6 4.965 -0.982 -1.432  0.000
H7 3.901 -2.328 -1.025  0.000
C7 2.411 -2.164 -3.511  0.000
H8 4.144 -0.896 -3.710  0.000
H9 4.525 -2.576 -3.357  0.000
C8 1.346 -1.172 -3.021  0.000
H10 2.337 -2.261 -4.599  0.000
H11 2.182 -3.149 -3.082  0.000
H12 1.454 -0.207 -3.539  0.000
H13 0.347 -1.558 -3.272  0.000
C9 -1.544 -0.527 -1.255  -0.007
C10 0.733 2.149 -2.522  0.000
H14 -0.708 2.234 -0.918  0.001
C11 0.590 3.655 -2.790  0.000
H15 1.779 1.840 -2.673  0.000
H16 0.128 1.589 -3.250  0.000
C12 1.336 4.524 -1.768  0.000
H17 0.950 3.876 -3.802  0.000
H18 -0.478 3.910 -2.767  0.000
C13 1.109 4.098 -0.314  0.001
H19 2.411 4.483 -1.984  0.000
H20 1.031 5.568 -1.889  0.000
C14 1.257 2.583 -0.111  0.001
H21 1.810 4.623 0.348  0.000
H22 0.097 4.380 0.007  0.000
H23 2.301 2.280 -0.293  0.000
H24 1.055 2.376 0.961  -0.002
C15 -1.673 -2.058 -1.194  0.002
H25 -2.206 -0.093 -0.481  -0.001
C16 -3.085 -2.513 -1.590  0.000
H26 -0.928 -2.528 -1.856  0.001
H27 -1.453 -2.420 -0.179  -0.001
C17 -3.565 -1.904 -2.914  0.000
H28 -3.106 -3.606 -1.653  0.000
H29 -3.780 -2.225 -0.789  0.000
C18 -3.375 -0.385 -2.987  0.000
H30 -3.021 -2.376 -3.743  0.000
H31 -4.624 -2.143 -3.059  0.000
C19 -1.961 0.066 -2.606  0.000
H32 -3.602 -0.026 -3.995  0.000
H33 -4.084 0.103 -2.305  0.000
H34 -1.246 -0.242 -3.386  0.000
H35 -1.933 1.164 -2.565  0.000
C20 -0.013 -1.967 2.751  -0.051
C21 -0.190 -1.131 3.832  -0.032
H36 0.071 -1.692 1.684  0.051
C22 -1.399 -1.273 4.660  0.001
H37 0.665 -0.615 4.436  -0.001
C23 -1.399 -2.695 5.186  -0.002
H38 -1.353 -0.521 5.464  -0.001
H39 -2.326 -1.061 4.100  0.000
C24 -1.322 -3.649 3.957  0.000
H40 -0.481 -2.785 5.786  -0.001
H41 -2.260 -2.910 5.842  0.001
C25 -0.022 -3.388 3.133  -0.007
H42 -1.359 -4.696 4.273  0.000
H43 -2.180 -3.399 3.316  -0.001
H44 0.839 -3.460 3.813  0.000
H45 0.142 -4.021 2.252  -0.001
C26 -0.975 4.086 3.285  0.000
O1 -1.683 3.043 2.543  0.000
C27 -1.255 1.807 2.739  -0.006
O2 -1.467 0.980 1.739  -0.002
H46 -1.251 4.056 4.353  0.000
H47 -1.299 4.979 2.773  0.000
H48 0.114 3.940 3.212  0.000